ORCA calculation (the ωB97M-V functional and the def2-TZVPD basis) on a structure of composition C10H30ClILaP3 in a non-equilibrium geometry.

Structure (XYZ):
```
46
Properties=species:S:1:pos:R:3:lowdin_charge:R:1
C -1.39668 0.03110 -5.99627 -0.459
I -1.37807 0.17476 -3.82610 0.700
H -0.36448 0.10927 -6.34428 0.014
H -2.01038 0.85709 -6.38351 0.022
H -1.83562 -0.93918 -6.26423 0.019
La 0.12555 0.04228 -0.34413 1.083
P 0.44365 2.61038 -0.52193 0.451
C -1.12083 3.31652 -0.42217 -0.267
C 1.48532 3.13251 0.78543 -0.260
H 1.58838 4.20158 0.60558 0.066
H 1.33259 4.00608 -2.06445 0.069
H 2.47509 2.64559 0.76722 0.054
H 2.19134 2.42871 -2.16643 0.054
H -1.61982 3.10984 0.53869 0.056
H 1.03290 2.95814 1.77457 0.036
C 1.20792 2.92223 -2.05936 -0.269
H -0.92025 4.37838 -0.51913 0.072
H 0.57773 2.61156 -2.91474 0.026
H -1.78926 2.97964 -1.23419 0.073
P 0.45609 -2.53048 -0.14062 0.460
C -1.10064 -3.22247 0.06463 -0.263
C 1.22799 -3.06256 -1.61111 -0.264
H 2.48696 -2.36458 1.14340 0.052
H 1.60772 -3.93129 1.21505 0.067
H 1.04612 -2.52915 2.18547 0.029
C 1.49950 -2.84710 1.23338 -0.252
H 2.20759 -2.58326 -1.79073 0.052
H 1.35998 -4.13445 -1.45595 0.069
H -0.89756 -4.28721 0.12156 0.073
H -1.77314 -3.01241 -0.78992 0.081
H 0.59638 -2.88902 -2.50343 0.063
H -1.60631 -2.88185 0.98256 0.045
Cl 2.83328 0.02873 -0.56237 -0.130
C 0.76186 0.75216 3.70022 -0.238
P -0.58766 0.26121 2.55005 0.793
C -0.84762 -1.24498 3.52919 -0.292
C -2.21477 0.28731 1.58346 -0.288
H 1.55428 -0.03184 3.59140 0.087
H 0.38917 0.75841 4.71998 0.060
H 1.18372 1.69416 3.43871 0.008
H 0.12005 -1.70130 3.84753 0.061
H -1.36640 -0.96661 4.45654 0.075
H -1.42177 -1.96679 3.00052 0.018
H -3.04241 0.32866 2.25499 0.051
H -2.25066 1.15077 0.86177 0.014
H -2.24685 -0.65054 0.96317 0.031
```

For the gap between HOMO and LUMO, the calculation gives 6.372 eV. Its net charge is +2. Its relative energy (zero: lowest compared OMol25 entry of this formula, charge and spin) is 5.608 eV. Its multiplicity is 1. The value obtained for the calculated total energy is -2211.89473 hartree. The lowest unoccupied orbital energy is -7.13 eV. For the molar mass, the calculation gives 544.535 g mol⁻¹.



ORCA calculation (the ωB97M-V functional and the def2-TZVPD basis) on a cluster of 2 separate species, C6H9F2NO2 in total in a non-equilibrium geometry.

Structure (XYZ):
```
20
Properties=species:S:1:pos:R:3:nbo_charge:R:1
C 1.33356 -0.00954 0.43178 0.976
C -2.40363 0.68294 -0.26418 -0.422
C -2.66498 -0.71426 0.02093 -0.359
C -0.91491 0.98165 0.18655 -0.240
C -1.59546 -1.29880 0.47809 0.615
C 3.41134 -1.12794 0.24116 -0.270
N -0.29320 -0.30359 0.34312 -0.641
O 1.70344 1.14371 0.42763 -0.575
O 1.98310 -1.13841 0.36006 -0.494
F -1.31232 -2.51184 0.82348 -0.281
F -0.18189 -0.73337 -2.21422 -0.594
H -2.57437 0.89201 -1.36329 0.219
H -3.22215 1.41525 0.21616 0.217
H -3.66804 -1.10802 0.06344 0.247
H -0.46943 -0.48675 -1.36737 0.557
H -0.43224 1.47302 -0.68386 0.215
H -1.11552 1.68404 1.06938 0.198
H 3.79644 -0.77610 1.23364 0.210
H 3.56340 -0.56101 -0.73499 0.215
H 3.71002 -2.19482 0.02928 0.210
```

For the gap between HOMO and LUMO, the calculation gives 9.476 eV. Its relative energy (zero: lowest compared OMol25 entry of this formula, charge and spin) is 4.233 eV. Its multiplicity is 1. The value obtained for the calculated total energy is -638.87875 hartree. The lowest unoccupied orbital energy is 0.78 eV. For the molar mass, the calculation gives 165.139 g mol⁻¹. Its SMILES is COC(=O)N1CCC=C1F.F.



ORCA calculation (the ωB97M-V functional and the def2-TZVPD basis) on a cluster of 2 separate species, C23H28N4O5 in total in a non-equilibrium geometry.

Structure (XYZ):
```
60
Properties=species:S:1:pos:R:3:nbo_charge:R:1
C 6.33439 0.50174 -0.37030 -0.632
C 5.21117 1.16797 0.37373 -0.069
O 4.46862 0.11336 1.10323 -0.497
C 3.25895 0.51853 1.50098 0.838
N 2.55380 -0.30355 2.45916 -0.126
N 3.29259 -1.18292 2.99524 -0.171
C 2.68616 -2.44947 3.15112 0.830
O 1.50425 -2.75867 3.07081 -0.577
O 3.65388 -3.33488 3.45241 -0.471
C 3.04845 -4.60679 3.83775 -0.076
C 4.15123 -5.60876 4.04610 -0.630
O 2.70849 1.53765 1.08905 -0.573
H 6.94096 1.26493 -0.86691 0.222
H 6.98987 -0.06464 0.29755 0.220
H 5.95344 -0.16427 -1.15152 0.217
H 5.57672 1.88190 1.12752 0.193
H 4.51234 1.66950 -0.30668 0.212
H 2.48928 -4.44096 4.77108 0.191
H 2.35661 -4.94276 3.05309 0.205
H 3.70723 -6.52401 4.44954 0.220
H 4.64331 -5.87563 3.10546 0.216
H 4.90799 -5.25982 4.75538 0.219
C -0.31644 -0.32110 -0.59131 -0.243
O -0.31133 0.84080 0.26981 -0.532
C -0.75929 0.78551 1.52248 0.113
C -1.59786 -0.34144 1.95307 -0.109
C -0.94629 -1.39959 2.59252 -0.213
C -1.65442 -2.52664 3.00587 -0.210
C -3.02888 -2.59917 2.76895 -0.221
C -3.67866 -1.55202 2.10564 -0.244
C -2.97209 -0.43487 1.67044 -0.150
C -0.34551 1.80684 2.39526 0.325
N -0.40244 1.80370 3.76681 -0.386
C -1.11574 0.89248 4.62794 -0.394
C 0.36076 2.84892 4.26670 0.128
C 0.87452 3.53153 3.17577 0.212
C 1.77325 4.58321 3.32710 -0.286
C 2.10713 4.95073 4.63988 -0.233
C 1.55524 4.28268 5.74658 -0.236
C 0.67391 3.20336 5.57674 -0.264
N 0.39626 2.90157 2.03975 -0.387
C 0.61973 3.36332 0.69568 -0.398
H -0.34968 0.08783 -1.60014 0.191
H 0.61534 -0.87395 -0.42054 0.173
H -1.19407 -0.95943 -0.40815 0.191
H 0.12457 -1.30337 2.76073 0.252
H -1.11773 -3.32813 3.51388 0.216
H -3.59096 -3.46814 3.11721 0.211
H -4.75437 -1.60229 1.93138 0.211
H -3.44664 0.38708 1.13280 0.210
H -1.16339 1.36314 5.61446 0.204
H -2.13005 0.71692 4.25641 0.218
H -0.59334 -0.06624 4.71661 0.203
H 2.18186 5.07304 2.44220 0.215
H 2.80574 5.77068 4.80821 0.211
H 1.82164 4.60610 6.75278 0.211
H 0.23793 2.65729 6.41349 0.212
H 1.01149 4.38056 0.77926 0.192
H 1.36666 2.72231 0.21853 0.236
H -0.32045 3.35534 0.13319 0.210
```

For the gap between HOMO and LUMO, the calculation gives 3.334 eV. Its relative energy (zero: lowest compared OMol25 entry of this formula, charge and spin) is 7.140 eV. Its multiplicity is 1. The value obtained for the calculated total energy is -1488.31790 hartree. The lowest unoccupied orbital energy is -2.01 eV. For the molar mass, the calculation gives 440.500 g mol⁻¹. Its SMILES is COC(=C1N(C)c2ccccc2N1C)c1ccccc1.CCOC(=O)/N=N/C(=O)OCC.



ORCA calculation (the ωB97M-V functional and the def2-TZVPD basis) on a structure of composition C28H29KNP2S.

Structure (XYZ):
```
62
Properties=species:S:1:pos:R:3:nbo_charge:R:1
K 0.49172 -0.27613 0.23373 0.961
C -6.52982 1.48290 -1.86942 -0.744
S -7.08596 -0.11184 -1.23545 0.185
C -6.23952 -1.25292 -2.36865 -0.528
C -4.94625 -1.85857 -1.83185 -0.419
C -3.90853 -0.79864 -1.49834 -0.250
N -2.62980 -1.36666 -0.99846 -1.078
P -2.31300 -1.33280 0.68067 0.974
C -3.79437 -2.06613 1.42361 -0.411
C -4.96305 -1.35442 1.68661 -0.197
C -6.08093 -2.00973 2.17944 -0.192
C -6.03726 -3.37571 2.42058 -0.182
C -4.87377 -4.09135 2.17312 -0.229
C -3.75576 -3.43734 1.67989 -0.124
C -2.43209 0.43399 1.17129 -0.307
C -2.25030 1.47480 0.26033 -0.298
C -2.20015 2.79648 0.69165 -0.194
C -2.32207 3.09205 2.04029 -0.208
C -2.49380 2.06213 2.95828 -0.181
C -2.54333 0.74550 2.52975 -0.248
P -1.32189 -1.17482 -2.14582 0.971
C -2.00041 -1.96025 -3.64061 -0.294
C -2.19179 -3.33770 -3.75324 -0.219
C -2.73908 -3.87001 -4.90714 -0.205
C -3.09922 -3.03221 -5.95774 -0.181
C -2.90428 -1.66435 -5.85773 -0.199
C -2.35001 -1.12960 -4.70107 -0.225
C -0.07461 -2.43104 -1.64160 -0.423
C 1.19723 -2.25763 -2.19723 -0.184
C 2.21409 -3.16662 -1.93980 -0.224
C 1.97541 -4.25340 -1.10890 -0.193
C 0.71470 -4.43865 -0.55778 -0.192
C -0.30681 -3.53834 -0.82818 -0.220
H -7.06426 2.24826 -1.30871 0.238
H -6.78316 1.58840 -2.92335 0.220
H -5.45907 1.63544 -1.73069 0.201
H -6.06232 -0.71985 -3.30567 0.215
H -6.94996 -2.04921 -2.59009 0.238
H -4.54359 -2.54178 -2.58215 0.217
H -5.15577 -2.44928 -0.93719 0.217
H -4.31510 -0.11622 -0.75066 0.217
H -3.70945 -0.18902 -2.38909 0.200
H -5.01408 -0.29041 1.49474 0.225
H -6.98878 -1.45153 2.36709 0.228
H -6.91137 -3.88392 2.80679 0.227
H -4.83643 -5.15522 2.36768 0.225
H -2.84509 -3.99585 1.49382 0.202
H -2.17223 1.25872 -0.80056 0.224
H -2.07816 3.59267 -0.03156 0.225
H -2.29058 4.11967 2.37734 0.229
H -2.59561 2.28721 4.01190 0.228
H -2.68705 -0.04676 3.25631 0.229
H -1.91654 -3.99321 -2.93665 0.221
H -2.88698 -4.93890 -4.99223 0.226
H -3.52643 -3.45255 -6.85897 0.227
H -3.17669 -1.01282 -6.67780 0.226
H -2.18849 -0.06039 -4.62269 0.221
H 1.38536 -1.42020 -2.86338 0.217
H 3.18725 -3.02966 -2.39291 0.230
H 2.76728 -4.96137 -0.90205 0.231
H 0.52110 -5.29517 0.07530 0.228
H -1.29188 -3.70340 -0.41273 0.228
```

For the gap between HOMO and LUMO, the calculation gives 7.695 eV. Its net charge is +1. Its relative energy (zero: lowest compared OMol25 entry of this formula, charge and spin) is 0.000 eV. Its multiplicity is 1. The value obtained for the calculated total energy is -2819.81068 hartree. The lowest unoccupied orbital energy is -2.84 eV. For the molar mass, the calculation gives 512.660 g mol⁻¹.



> Which of these has the lowest gap between HOMO and LUMO?

C23H28N4O5



> Among the records above, which one has the highest relative energy (zero: lowest compared OMol25 entry of this formula, charge and spin)?

C23H28N4O5



> What is the molar mass in the second record?

165.139 g mol⁻¹